ORCA calculation (ωB97M-V/def2-TZVPD) on an isolated ion of composition C4H6N3O and charge +1 in a non-equilibrium geometry.

Summary:
Max |F| in eV/A: 5.26
ΔE to the lowest compared entry with this formula, charge and spin in kJ/mol: 185.87
Net charge: +1
Energy in a.u.: -395.1778

Each line ends with the Mulliken charge.
Element x y z (Å)
1 C -1.489 1.429 1.026  -0.78
2 N -0.700 1.088 -0.096  0.46
3 O -0.709 1.831 -1.205  -0.43
4 C 0.078 0.005 -0.115  0.44
5 N 0.216 -0.903 0.858  -0.41
6 C 1.048 -1.811 0.400  -0.25
7 C 1.458 -1.474 -0.918  -0.12
8 N 0.841 -0.342 -1.217  0.01
9 H -1.492 0.604 1.739  0.39
10 H -2.498 1.694 0.698  0.30
11 H -1.088 2.330 1.504  0.31
12 H 1.332 -2.666 0.983  0.43
13 H 2.119 -1.994 -1.587  0.42
14 H 0.885 0.209 -2.070  0.24

=====

ORCA calculation (ωB97M-V/def2-TZVPD) on a single C2H6INO2S molecule in a non-equilibrium geometry.

Summary:
Max |F| in eV/A: 5.27
ΔE to the lowest compared entry with this formula, charge and spin in kJ/mol: 294.85
Net charge: 0
Energy in a.u.: -980.7480

Each line ends with the Mulliken charge.
Element x y z (Å)
1 C 0.468 0.998 1.095  -0.39
2 C 0.540 0.545 -0.377  -0.55
3 N -0.952 -1.191 -2.312  -0.47
4 O -0.981 -1.661 0.465  -0.56
5 O 0.727 0.135 2.134  -0.49
6 S -0.900 -0.679 -0.589  0.52
7 I 0.615 -2.494 -2.170  0.02
8 H 1.200 1.840 1.041  0.29
9 H -0.598 1.487 1.265  0.27
10 H 1.456 0.119 -0.820  0.43
11 H 0.345 1.372 -1.193  0.30
12 H 0.092 -0.675 1.942  0.41
13 H -2.013 0.204 -0.481  0.22